A structure of composition C44H51IrN6O8STe. Source: the OMol25 dataset; level of theory: wB97M-V/def2-TZVPD.

```
112
Properties=species:S:1:pos:R:3
Ir 0.2394 0.2216 0.3225
C 3.3285 -2.2402 4.1898
C 3.3680 -1.0753 3.4348
C 2.2866 -0.7147 2.6483
C 1.1427 -1.5265 2.6065
C 1.0961 -2.6904 3.3884
C 2.1885 -3.0342 4.1656
N 0.1216 -1.1891 1.7365
N -1.0056 -1.8990 1.8027
C -1.8207 -1.6226 0.7783
C -3.0585 -2.2774 0.6053
C -3.8165 -2.0052 -0.5007
C -3.3565 -1.0882 -1.4600
C -2.1571 -0.4597 -1.2557
N -1.4254 -0.7037 -0.1559
H 4.1759 -2.5223 4.7995
H 4.2451 -0.4415 3.4609
H 2.3370 0.2017 2.0689
H 0.2137 -3.3120 3.3597
H 2.1490 -3.9372 4.7610
H -3.3581 -2.9916 1.3584
H -4.7652 -2.5042 -0.6450
H -3.9330 -0.8578 -2.3428
H -1.7478 0.2706 -1.9359
C 1.0365 2.6915 5.6175
C -0.4586 2.9369 5.4647
C -0.8959 3.0334 4.0074
S -0.7839 1.3993 3.2241
O -0.3546 1.6989 1.7915
C -2.5379 0.9111 3.1501
C -3.2752 1.3829 1.9017
C -3.6197 2.8640 1.8795
H 1.3000 2.4892 6.6543
H 1.6070 3.5614 5.2893
H 1.3654 1.8346 5.0254
H -0.7421 3.8714 5.9526
H -1.0300 2.1535 5.9720
H -0.2199 3.6541 3.4159
H -1.9067 3.4168 3.8923
H -2.9807 1.3001 4.0711
H -2.5291 -0.1776 3.2196
H -4.1816 0.7748 1.8386
H -2.6801 1.1549 1.0176
H -4.2430 3.1465 2.7311
H -4.1598 3.1095 0.9666
H -2.7190 3.4773 1.8778
O -1.6343 2.5010 -0.7271
C -0.4984 2.6309 -1.1511
O 0.4499 1.7472 -1.0416
C -0.1052 3.8638 -1.9254
C -1.1023 4.7404 -2.3361
C -0.7437 5.8721 -3.0427
C 0.5684 6.1808 -3.3530
C 1.5286 5.2863 -2.9239
C 1.2205 4.1363 -2.2211
N 2.9451 5.5637 -3.2328
O 3.1946 6.5788 -3.8418
O 3.7653 4.7503 -2.8559
N -1.8054 6.7989 -3.4869
O -1.4589 7.7924 -4.0868
O -2.9492 6.4997 -3.2197
H -2.1362 4.5376 -2.0995
H 0.8247 7.0729 -3.9031
H 2.0095 3.4710 -1.9116
C 2.4867 0.3723 -2.5741
C 2.2986 -0.7437 -1.6043
O 3.2276 -1.7468 -1.7533
N 1.4976 -0.9395 -0.6455
Te 2.6851 -3.1530 -0.4421
C 4.6991 -3.8617 -0.4712
C 4.7712 -5.2371 -0.1977
C 3.5545 -6.1139 -0.0320
C 6.0124 -5.8512 -0.0694
C 7.1895 -5.1300 -0.1711
C 8.5306 -5.7931 -0.0555
C 7.0893 -3.7583 -0.3681
C 5.8756 -3.0947 -0.5102
C 5.9451 -1.5941 -0.6370
C 1.7739 -4.2833 -1.9762
C 0.4532 -4.6637 -1.7349
C -0.3207 -4.3448 -0.4870
C -0.2305 -5.3662 -2.7254
C 0.3634 -5.6876 -3.9317
C -0.3777 -6.4367 -4.9985
C 1.6848 -5.2944 -4.1375
C 2.4189 -4.5990 -3.1891
C 3.8461 -4.2625 -3.5258
H 3.3529 0.1997 -3.2070
H 2.6071 1.3039 -2.0289
H 1.5949 0.4792 -3.1901
H 2.7538 -5.6510 0.5585
H 3.8298 -7.0201 0.5038
H 3.1208 -6.4078 -0.9900
H 6.0535 -6.9161 0.1289
H 8.4387 -6.8118 0.3173
H 9.1849 -5.2394 0.6178
H 9.0233 -5.8353 -1.0282
H 7.9980 -3.1687 -0.4060
H 6.9871 -1.2843 -0.6818
H 5.4996 -1.1052 0.2343
H 5.4393 -1.2209 -1.5205
H 0.2675 -3.9796 0.3550
H -0.8520 -5.2310 -0.1382
H -1.0715 -3.5871 -0.7108
H -1.2567 -5.6610 -2.5376
H -1.3876 -6.6906 -4.6819
H 0.1420 -7.3612 -5.2535
H -0.4451 -5.8418 -5.9104
H 2.1667 -5.5469 -5.0749
H 4.0431 -4.5385 -4.5598
H 4.5512 -4.8076 -2.8991
H 4.0619 -3.2018 -3.4075
```

As for the multiplicity: 2. The HOMO energy (alpha / beta) is -0.344 / -0.397 Eh. Its LUMO energy (alpha / beta) is -2.922 / -3.559 eV. As for the net charge: +1. As for the frontier orbital gap (alpha / beta): 0.2368 / 0.2658 Ha. The value obtained for the total energy is -3407.84003 hartree.

***

A structure of composition C44H52AsIrN2PSTe in a non-equilibrium geometry. Source: the OMol25 dataset; level of theory: wB97M-V/def2-TZVPD.

```
103
Properties=species:S:1:pos:R:3
Ir -1.5666 1.0452 1.3544
C 3.3520 1.4059 2.4276
C 1.8679 1.6434 2.6243
C 1.3908 2.9050 2.2484
C 2.3748 3.9231 1.6227
C 0.0854 3.3175 2.5538
C -0.3326 4.7288 2.2676
C -0.8271 2.4307 3.2543
C -2.0794 2.9352 3.9369
C -0.3610 1.1211 3.5521
C -1.1255 0.2657 4.5455
C 0.9923 0.7522 3.2326
C 1.4123 -0.5801 3.7624
H 3.7564 1.7750 1.4755
H 3.6987 0.3990 2.5648
H 3.8408 2.0127 3.2046
H 3.2022 4.1337 2.3109
H 1.9198 4.9017 1.4472
H 2.7771 3.6063 0.6874
H -0.1586 4.9859 1.2167
H 0.2596 5.4037 2.8918
H -1.3535 4.9914 2.5098
H -1.7923 3.2311 4.9551
H -2.9033 2.2361 3.9750
H -2.4901 3.8432 3.4483
H -0.7939 0.4850 5.5796
H -1.0332 -0.7901 4.3930
H -2.1680 0.5117 4.5250
H 1.4229 -0.5826 4.8717
H 2.4454 -0.8127 3.4489
H 0.7345 -1.3952 3.4645
S -2.6057 -1.2305 1.7098
C -4.2966 -1.1457 1.6507
N -5.0122 -2.0039 2.4160
C -6.3562 -2.1594 2.3029
C -7.0237 -1.3274 1.4671
C -6.2581 -0.3139 0.8395
N -4.9439 -0.2525 0.8754
H -4.4908 -2.6175 3.0373
H -6.8085 -2.8574 2.9735
H -8.0817 -1.3208 1.3012
H -6.7429 0.4934 0.3152
C -0.4975 -0.2476 -1.8107
C 0.7243 -0.6133 -2.6783
As 0.5398 -2.2391 -3.7999
C 2.2808 -2.6806 -4.4038
C 2.6463 -3.9202 -4.9803
C 3.9074 -4.0908 -5.5390
C 4.8113 -3.0367 -5.5721
C 4.5287 -1.8342 -4.9448
C 3.2408 -1.6612 -4.3683
C -0.2813 -3.8018 -3.0288
C -1.4937 -4.4121 -3.4046
C -1.7965 -5.6196 -2.7966
C -0.9851 -6.1933 -1.8568
C 0.2082 -5.5765 -1.4695
C 0.5259 -4.3611 -2.0236
P 0.0864 0.5446 -0.2574
C 1.1684 -0.8309 0.3243
C 2.5705 -0.7654 0.5144
C 3.2343 -1.8450 1.0434
C 2.5651 -3.0212 1.3781
C 1.1752 -3.0895 1.1917
C 0.4983 -2.0302 0.6014
C 1.0716 1.9066 -0.9258
C 2.3054 1.7720 -1.5286
C 2.9343 2.8578 -2.1098
C 2.2716 4.0818 -2.1740
C 0.9979 4.2353 -1.6519
C 0.4141 3.1363 -1.0260
H -1.0368 -1.1490 -1.5746
H -1.1851 0.4254 -2.3158
H 1.6314 -0.8122 -2.0796
H 0.9784 0.1972 -3.3554
H 1.9335 -4.7264 -5.0153
H 4.1460 -5.0346 -5.9367
H 5.7538 -3.1715 -6.0772
H 5.1980 -0.9914 -4.9541
H 3.0268 -0.6760 -3.9415
H -2.1012 -4.0252 -4.1984
H -2.6965 -6.1204 -3.0793
H -1.2649 -7.1534 -1.4143
H 0.8397 -6.0408 -0.7164
H 1.4425 -3.8468 -1.7628
H 3.1250 0.1560 0.3694
H 4.3050 -1.7537 1.2334
H 3.0879 -3.8663 1.8030
H 0.6048 -3.9579 1.4268
H -0.5266 -2.1656 0.3576
H 2.7995 0.8373 -1.4949
H 3.9234 2.7326 -2.5069
H 2.7324 4.9068 -2.6864
H 0.4750 5.1991 -1.6245
H -0.5496 3.2208 -0.5751
C -3.7834 2.1180 -1.3825
Te -3.5121 2.8221 0.6173
C -2.9010 4.7526 0.0580
H -2.8943 2.3432 -1.9851
H -4.6447 2.6320 -1.7370
H -4.0023 1.0665 -1.3389
H -3.6097 5.1076 -0.6493
H -1.8742 4.8473 -0.3522
H -3.0003 5.3684 0.9451
```

As for the multiplicity: 5. The HOMO energy (alpha / beta) is -0.545 / -0.565 Eh. Its LUMO energy (alpha / beta) is -7.574 / -9.527 eV. As for the net charge: +3. As for the frontier orbital gap (alpha / beta): 0.2666 / 0.2152 Ha. The value obtained for the total energy is -5164.06261 hartree.

***

A structure of composition C44H52BBrGeMoN3O4Te. Source: the OMol25 dataset; level of theory: wB97M-V/def2-TZVPD.

```
108
Properties=species:S:1:pos:R:3
Mo -0.6557 -0.3830 1.4049
N -1.2341 0.1327 3.5486
C -0.9449 -1.0611 4.3707
C -1.5182 -2.2408 3.5993
O -2.1248 -3.1396 4.1447
N -1.3196 -2.0942 2.2552
C -2.2465 -2.8112 1.3796
C -3.2203 -1.8096 0.7506
O -4.3094 -2.1350 0.3308
O -2.7559 -0.5818 0.7077
H -0.7479 0.9521 3.9019
H -2.2341 0.3213 3.5882
H -1.3862 -1.0164 5.3652
H 0.1383 -1.1601 4.4575
H -2.7955 -3.5680 1.9369
H -1.6988 -3.3015 0.5697
C 1.4786 -5.2838 -4.6957
C 1.9891 -3.8379 -4.7436
C 3.5198 -3.8337 -4.6262
C 1.6047 -3.2374 -6.0960
C 1.4078 -3.0452 -3.5759
C 1.5842 -3.5058 -2.2742
C 1.0959 -2.7774 -1.2150
Br 1.4552 -3.4095 0.5343
C 0.3996 -1.5726 -1.3833
O -0.0881 -0.9732 -0.2913
C 0.2216 -1.0778 -2.6833
C 0.7367 -1.8446 -3.7330
C -0.4991 0.2192 -3.0886
C -1.7433 -0.1511 -3.9101
C 0.4466 1.0801 -3.9411
C -0.9522 1.1018 -1.9274
H 1.8810 -5.8517 -5.5371
H 0.3892 -5.3125 -4.7523
H 1.7813 -5.7902 -3.7791
H 3.9683 -4.3619 -5.4705
H 3.8485 -4.3239 -3.7088
H 3.9018 -2.8112 -4.6184
H 1.9983 -3.8657 -6.8966
H 2.0202 -2.2364 -6.2269
H 0.5213 -3.1805 -6.2170
H 2.1166 -4.4244 -2.0692
H 0.5872 -1.4688 -4.7336
H -1.4853 -0.6831 -4.8265
H -2.2850 0.7556 -4.1888
H -2.4136 -0.7865 -3.3276
H 0.7856 0.5714 -4.8430
H 1.3263 1.3632 -3.3635
H -0.0708 1.9921 -4.2475
H -1.6870 0.6007 -1.2980
H -1.4129 2.0047 -2.3358
H -0.1028 1.4156 -1.3168
C -4.2084 3.2774 2.4499
Te -4.2379 1.7046 1.0155
C -6.3414 2.0365 0.9816
C -6.6374 3.2267 1.8547
C -7.9339 3.7237 1.9639
C -8.1940 4.8081 2.7814
C -7.1616 5.4021 3.4978
C -5.8736 4.9094 3.3948
C -5.6063 3.8192 2.5701
H -3.4857 4.0031 2.0704
H -3.8248 2.8968 3.3992
H -6.8395 1.1269 1.3224
H -6.6165 2.1877 -0.0634
H -8.7367 3.2584 1.4059
H -9.2016 5.1929 2.8612
H -7.3631 6.2522 4.1353
H -5.0664 5.3742 3.9469
B -1.2359 4.3368 0.9061
C -1.0377 2.8066 1.1672
N -0.9098 1.6639 1.3150
H -1.2931 4.8678 1.9947
H -0.2870 4.7062 0.2637
H -2.2816 4.4442 0.2924
C 1.5885 1.5175 3.8583
Ge 1.7139 0.2851 2.2943
C 3.0008 -1.0510 2.9547
C 2.5898 -2.2920 3.4373
C 3.5010 -3.1923 3.9741
C 4.8473 -2.8643 4.0257
C 5.2763 -1.6374 3.5379
C 4.3591 -0.7402 3.0098
C 2.6153 1.4041 0.9313
C 2.4970 2.7685 1.0217
C 3.0027 3.6344 0.0253
C 3.6512 3.1245 -1.0581
C 3.8233 1.7241 -1.1956
C 4.5171 1.1772 -2.3027
C 4.6820 -0.1721 -2.4291
C 4.1592 -1.0388 -1.4482
C 3.4845 -0.5363 -0.3717
C 3.2916 0.8580 -0.2070
H 2.5823 1.9213 4.0570
H 1.2795 0.9794 4.7582
H 0.9137 2.3619 3.6956
H 1.5452 -2.5797 3.3665
H 3.1610 -4.1529 4.3403
H 5.5621 -3.5659 4.4364
H 6.3281 -1.3818 3.5654
H 4.7078 0.2114 2.6211
H 1.9893 3.2174 1.8670
H 2.8689 4.7033 0.1322
H 4.0485 3.7775 -1.8263
H 4.9134 1.8536 -3.0511
H 5.2132 -0.5792 -3.2804
H 4.2906 -2.1084 -1.5510
H 3.0977 -1.2133 0.3802
```

As for the multiplicity: 4. The HOMO energy (alpha / beta) is -0.282 / -0.281 Eh. Its LUMO energy (alpha / beta) is -0.705 / -3.565 eV. As for the net charge: 0. As for the frontier orbital gap (alpha / beta): 0.2566 / 0.1504 Ha. The value obtained for the total energy is -7185.11107 hartree.

***

A cluster of 11 separate species, C44H52Br8O16S2 in total in a non-equilibrium geometry. Source: the OMol25 dataset; level of theory: wB97M-V/def2-TZVPD.

```
122
Properties=species:S:1:pos:R:3
O -3.7811 1.7989 4.2263
C -3.6102 0.6113 4.0230
C -3.2009 -0.3630 5.0437
C -2.9252 -1.6314 4.7607
C -2.9586 -2.1507 3.3607
O -2.4806 -3.2017 2.9852
C -3.4576 -1.1637 2.3880
C -3.8135 0.0967 2.6630
H -3.0381 -0.1024 6.0828
H -2.5626 -2.3063 5.5285
H -3.6066 -1.5490 1.3822
H -4.1795 0.7855 1.9150
O 7.4778 2.2344 4.4787
C 6.7773 1.3817 3.9916
C 5.4168 1.6288 3.4878
C 4.6548 0.6743 2.9473
C 5.1471 -0.6527 2.5795
O 4.4341 -1.4234 1.9713
C 6.4758 -0.9659 3.2001
C 7.1896 -0.0523 3.8873
H 4.8702 2.5121 3.7939
H 3.6029 0.8781 2.7780
H 6.9081 -1.9484 3.0573
H 8.1194 -0.4255 4.2959
O 0.3466 -0.5088 -5.8581
C 1.5495 -0.6074 -5.9428
C 2.3127 -0.1129 -7.1213
C 3.6556 -0.1777 -7.2253
C 4.4790 -0.8996 -6.1739
O 5.6288 -1.2196 -6.3502
C 3.6862 -1.2841 -5.0016
C 2.3843 -1.0729 -4.8239
H 1.8453 0.3948 -7.9560
H 4.0775 0.0293 -8.2008
H 4.2248 -1.7095 -4.1579
H 1.9434 -1.2624 -3.8522
O -4.9105 -0.5073 -3.7968
C -4.5671 0.2719 -2.9482
C -3.5032 -0.0816 -1.9640
C -2.9828 0.7193 -1.0480
C -3.5430 2.0790 -0.8139
O -3.0836 2.9501 -0.1155
C -4.7279 2.3640 -1.6813
C -5.1885 1.5896 -2.6731
H -3.1434 -1.0991 -2.0720
H -2.1555 0.4063 -0.4171
H -5.0815 3.3844 -1.5751
H -5.9394 2.0270 -3.3178
O -0.1542 5.4512 4.8289
C -0.2286 4.7574 3.8481
C 0.9269 4.3807 3.0228
C 0.9477 3.4509 2.0658
C -0.2363 2.6204 1.8071
O -0.2834 1.6909 1.0241
C -1.4815 3.1465 2.4475
C -1.4676 4.0929 3.3889
H 1.8167 4.9862 3.1724
H 1.8439 3.2643 1.4905
H -2.4208 2.7070 2.1395
H -2.4278 4.3377 3.8306
C -2.2409 -3.6248 -0.8344
C -1.1072 -3.2209 0.0907
O 0.1572 -3.0973 -0.5517
S 0.6902 -1.6050 -0.8652
C 1.2685 -1.2009 0.7929
O 1.7780 -1.7509 -1.7958
O -0.3986 -0.7504 -1.2301
H -2.3911 -2.8204 -1.5547
H -3.0913 -3.9579 -0.2426
H -2.0199 -4.4667 -1.4977
H -1.3813 -2.2546 0.5229
H -0.9755 -3.9684 0.8741
H 1.9417 -1.9634 1.1770
H 0.3309 -1.1884 1.3469
H 1.7922 -0.2498 0.7631
C -1.9866 6.3497 -4.9394
C -2.6451 4.9926 -4.6419
O -1.7466 4.1922 -3.8978
S -1.7326 2.5942 -4.2482
C -0.6756 2.0890 -2.8995
O -3.0634 2.0855 -4.0119
O -1.0688 2.3846 -5.5056
H -2.6011 7.1348 -5.3727
H -1.0834 6.1423 -5.5111
H -1.7714 6.7427 -3.9412
H -3.5128 5.2423 -4.0211
H -3.0525 4.5148 -5.5341
H -1.0981 2.5090 -1.9892
H 0.3354 2.4041 -3.1226
H -0.8577 1.0145 -2.8940
Br 2.5392 2.2590 5.4183
C 1.2575 1.1518 6.4499
C -0.0258 0.9029 5.7144
Br 0.4483 -0.0646 4.0342
H 1.1489 1.6570 7.4078
H 1.6888 0.1782 6.6806
H -0.5571 1.7509 5.2962
H -0.6367 0.1781 6.2436
Br -4.3525 -4.2220 -3.7193
C -3.3926 -5.8927 -4.1419
C -4.2378 -7.0650 -3.7349
Br -3.3761 -8.7423 -4.4755
H -2.4135 -5.8656 -3.6761
H -3.2578 -5.8529 -5.2185
H -5.2358 -7.1178 -4.1475
H -4.2141 -7.2425 -2.6656
Br 1.5024 -5.1441 2.6874
C 0.8067 -3.8815 3.9981
C 1.0137 -4.4736 5.3728
Br 0.4293 -3.1286 6.6770
H -0.2378 -3.6870 3.7536
H 1.2509 -2.8992 3.8422
H 2.0412 -4.7688 5.5548
H 0.3544 -5.3183 5.5443
Br 6.2561 -0.1995 -1.4810
C 4.3618 0.2521 -1.3613
C 4.1990 1.7382 -1.1541
Br 2.2367 2.0877 -0.8526
H 3.8680 -0.3435 -0.5954
H 3.9367 -0.1109 -2.2930
H 4.4247 2.2260 -2.0980
H 4.7793 2.1419 -0.3332
```

The HOMO energy is -0.359 Eh. Its LUMO energy is -2.198 eV. As for the net charge: 0. As for the frontier orbital gap: 0.2787 Ha. The structure (SMILES) is O=C1C=CC(=O)C=C1.O=C1C=CC(=O)C=C1.O=C1C=CC(=O)C=C1.O=C1C=CC(=O)C=C1.O=C1C=CC(=O)C=C1.CCOS(C)(=O)=O.CCOS(C)(=O)=O.BrCCBr.BrCCBr.BrCCBr.BrCCBr. The value obtained for the total energy is -24299.92556 hartree.

***

> Which of these has the lowest total energy?

C44H52Br8O16S2